Record 1
C5H6O | ωB97M-V/def2-TZVPD

Geometry (Å):
C: -1.85 1.57 -1.49
C: -1.17 0.64 -1.17
C: -0.40 -0.57 -0.89
O: -0.88 -1.54 -0.35
H: -2.49 2.38 -1.78
H: 0.64 -0.53 -1.27
C: 1.03 0.34 1.11
C: 1.07 -0.98 1.31
H: 1.72 0.83 0.43
H: 0.27 0.96 1.57
H: 0.35 -1.48 1.95
H: 1.75 -1.63 0.76

As for the molecular weight: 82.10 u. As for the SMILES: C#CC=O.C=C. For the lowest unoccupied orbital energy, the calculation gives 0.0 eV. Its gap between HOMO and LUMO is 9.89 eV. Its spin multiplicity is 1. The calculation puts the HOMO energy at -0.3633 Ha. The strongest force on any atom is 0.8 eV/Å.

=====

Record 2
C5H6O | ωB97M-V/def2-TZVPD

Geometry (Å):
C: -2.04 0.31 -0.39
C: -0.81 0.99 0.16
C: 0.23 0.25 0.41
C: 1.20 -0.61 0.65
C: 2.42 -0.69 -0.19
O: 2.65 0.05 -1.12
H: -2.93 0.68 0.12
H: -1.97 -0.76 -0.21
H: -2.18 0.47 -1.46
H: -0.83 2.04 0.43
H: 1.13 -1.27 1.50
H: 3.15 -1.47 0.11

As for the molecular weight: 82.10 u. As for the SMILES: CC=C=CC=O. For the lowest unoccupied orbital energy, the calculation gives 0.3 eV. Its gap between HOMO and LUMO is 9.86 eV. Its spin multiplicity is 1. The calculation puts the HOMO energy at -0.3520 Ha. The strongest force on any atom is 0.5 eV/Å.

=====

Record 3
C5H6O | ωB97M-V/def2-TZVPD

Geometry (Å):
C: 2.69 -0.64 -0.07
C: 1.66 -0.05 0.12
C: 0.31 0.53 0.30
O: 0.25 1.85 -0.18
C: -0.74 -0.29 -0.43
C: -1.92 -0.66 0.11
H: 3.62 -1.12 -0.25
H: 0.10 0.50 1.39
H: -0.69 2.13 -0.25
H: -0.52 -0.46 -1.51
H: -2.10 -0.50 1.18
H: -2.68 -1.28 -0.41

As for the molecular weight: 82.10 u. As for the SMILES: C#C[C@@H](O)C=C. For the lowest unoccupied orbital energy, the calculation gives 0.9 eV. Its gap between HOMO and LUMO is 11.04 eV. Its spin multiplicity is 1. The calculation puts the HOMO energy at -0.3712 Ha. The strongest force on any atom is 1.3 eV/Å.

=====

Record 4
C5H6O | ωB97M-V/def2-TZVPD

Geometry (Å):
O: 1.72 -0.32 0.41
C: 0.53 -0.06 -0.19
C: -0.09 1.30 -0.15
C: -0.83 0.45 0.85
C: -0.85 -0.93 0.57
C: -0.27 -1.08 -0.85
H: -0.60 1.61 -1.06
H: 0.52 2.09 0.29
H: -0.99 0.80 1.87
H: 1.54 -1.09 0.98
H: 0.20 -2.04 -1.04
H: -0.89 -0.73 -1.68

As for the molecular weight: 82.10 u. For the lowest unoccupied orbital energy, the calculation gives 0.9 eV. Its gap between HOMO and LUMO is 8.85 eV. Its spin multiplicity is 1. The calculation puts the HOMO energy at -0.2919 Ha. The strongest force on any atom is 0.4 eV/Å.

=====

Record 5
C5H6O | ωB97M-V/def2-TZVPD

Geometry (Å):
C: -1.74 0.12 -0.22
C: -1.14 -1.17 -0.22
C: 0.13 -0.64 0.50
C: 0.87 0.39 0.07
C: 2.27 0.69 0.43
O: 2.82 1.68 -0.01
H: -1.32 1.06 -0.53
H: 0.50 1.12 -0.65
H: -2.68 0.25 0.30
H: -0.77 -1.61 -1.15
H: -1.72 -1.88 0.36
H: 2.79 0.00 1.12

As for the molecular weight: 82.10 u. For the lowest unoccupied orbital energy (alpha / beta), the calculation gives -0.9 / -0.6 eV. Its gap between HOMO and LUMO (alpha / beta) is 7.66 / 8.52 eV. Its spin multiplicity is 1. The calculation puts the HOMO energy (alpha / beta) at -0.3162 / -0.3340 Ha. The strongest force on any atom is 1.6 eV/Å.

=====

Record 6
C5H6O | ωB97M-V/def2-TZVPD

Geometry (Å):
C: -0.80 0.59 -2.25
C: -0.68 0.02 -1.20
C: -0.58 -0.53 0.13
C: -0.28 0.50 1.21
C: 0.75 -0.52 0.85
O: 1.90 -0.08 0.20
H: -0.95 1.17 -3.14
H: -1.25 -1.35 0.37
H: -0.10 1.49 0.83
H: -0.81 0.44 2.15
H: 0.91 -1.33 1.56
H: 1.88 -0.40 -0.71

As for the molecular weight: 82.10 u. As for the SMILES: C#C[C@@H]1C[C@@H]1O. For the lowest unoccupied orbital energy, the calculation gives 1.0 eV. Its gap between HOMO and LUMO is 10.55 eV. Its spin multiplicity is 1. The calculation puts the HOMO energy at -0.3506 Ha. The strongest force on any atom is 0.5 eV/Å.

=====

Record 7
C5H6O | ωB97M-V/def2-TZVPD

Geometry (Å):
C: -0.24 1.50 -0.28
C: -0.21 0.04 0.00
C: -1.49 -0.67 0.21
O: -2.58 -0.17 0.11
C: 0.90 -0.75 0.08
C: 2.16 -0.94 -0.43
H: 0.36 2.05 0.45
H: 0.16 1.74 -1.28
H: -1.26 1.87 -0.21
H: 0.66 -1.64 0.68
H: -1.38 -1.77 0.38
H: 2.92 -1.26 0.30

As for the molecular weight: 82.10 u. For the lowest unoccupied orbital energy (alpha / beta), the calculation gives -1.0 / -1.7 eV. Its gap between HOMO and LUMO (alpha / beta) is 7.68 / 7.54 eV. Its spin multiplicity is 1. The calculation puts the HOMO energy (alpha / beta) at -0.3195 / -0.3387 Ha. The strongest force on any atom is 1.4 eV/Å.

=====

Record 8
C5H6O | ωB97M-V/def2-TZVPD

Geometry (Å):
C: 1.08 1.69 -1.46
C: 0.82 1.17 -0.24
C: 0.01 -0.08 -0.10
O: -0.14 -0.83 -1.02
C: -0.50 -0.46 1.26
C: -1.21 -1.52 1.55
H: 1.62 2.63 -1.64
H: 0.63 1.22 -2.37
H: 1.25 1.56 0.76
H: -0.38 0.31 2.06
H: -1.52 -2.23 0.75
H: -1.60 -1.65 2.61

As for the molecular weight: 82.10 u. As for the SMILES: C=CC(=O)C=C. For the lowest unoccupied orbital energy, the calculation gives -0.2 eV. Its gap between HOMO and LUMO is 9.61 eV. Its spin multiplicity is 1. The calculation puts the HOMO energy at -0.3602 Ha. The strongest force on any atom is 2.7 eV/Å.

=====

Record 9
C5H6O | ωB97M-V/def2-TZVPD

Geometry (Å):
C: 2.48 0.13 0.33
C: 1.47 0.11 -0.32
C: 0.12 0.15 -0.90
C: -0.85 -0.80 -0.17
C: -1.14 0.45 0.67
O: -0.59 1.29 -0.37
H: 3.37 0.17 0.93
H: 0.12 0.15 -1.99
H: -1.69 -1.08 -0.80
H: -0.42 -1.68 0.32
H: -0.53 0.50 1.57
H: -2.18 0.70 0.90

As for the molecular weight: 82.10 u. For the lowest unoccupied orbital energy, the calculation gives 1.1 eV. Its gap between HOMO and LUMO is 11.09 eV. Its spin multiplicity is 1. The calculation puts the HOMO energy at -0.3673 Ha. The strongest force on any atom is 0.6 eV/Å.

=====

Record 10
C5H6O | ωB97M-V/def2-TZVPD

Geometry (Å):
C: -0.20 1.34 1.69
C: -1.15 0.53 1.23
C: -0.94 -0.23 0.13
O: -1.78 -0.34 -0.90
C: 0.38 -0.87 -0.08
C: 1.04 -0.63 -1.22
H: 0.69 1.43 1.06
H: -0.18 1.89 2.63
H: -1.32 -0.91 -1.53
H: 0.82 -1.44 0.72
H: 1.98 -1.13 -1.43
H: 0.70 0.08 -1.98

As for the molecular weight: 82.10 u. As for the SMILES: C=C=C(O)C=C. For the lowest unoccupied orbital energy (alpha / beta), the calculation gives 0.0 / 0.0 eV. Its gap between HOMO and LUMO (alpha / beta) is 8.23 / 8.24 eV. Its spin multiplicity is 1. The calculation puts the HOMO energy (alpha / beta) at -0.3020 / -0.3021 Ha. The strongest force on any atom is 0.8 eV/Å.

=====

Record 11
C5H6O | ωB97M-V/def2-TZVPD

Geometry (Å):
C: 0.29 1.26 -0.15
C: -0.95 0.76 -0.19
C: -1.19 -0.71 0.02
O: -0.10 -1.36 0.68
C: 1.14 -0.94 0.32
C: 1.40 0.31 -0.05
H: 0.46 2.33 -0.18
H: -1.84 1.37 -0.30
H: -2.06 -0.81 0.69
H: -1.40 -1.26 -0.91
H: 1.89 -1.74 0.40
H: 2.41 0.61 -0.32

As for the molecular weight: 82.10 u. As for the SMILES: C1=CCOC=C1. For the lowest unoccupied orbital energy, the calculation gives 1.0 eV. Its gap between HOMO and LUMO is 9.15 eV. Its spin multiplicity is 1. The calculation puts the HOMO energy at -0.2979 Ha. The strongest force on any atom is 0.4 eV/Å.

=====

Record 12
C5H6O | ωB97M-V/def2-TZVPD

Geometry (Å):
O: -0.34 -2.43 -0.06
C: -0.21 -1.24 -0.11
C: 0.47 -0.34 -1.16
C: 0.69 0.65 -0.02
C: -0.63 1.14 0.42
C: -0.30 -0.21 0.95
H: 1.36 -0.78 -1.62
H: -0.20 0.01 -1.95
H: 1.46 0.49 0.72
H: -1.43 1.12 -0.31
H: -0.68 1.96 1.13
H: -0.17 -0.37 2.02

As for the molecular weight: 82.10 u. As for the SMILES: O=C1C[C@H]2C[C@@H]12. For the lowest unoccupied orbital energy, the calculation gives 1.0 eV. Its gap between HOMO and LUMO is 10.39 eV. Its spin multiplicity is 1. The calculation puts the HOMO energy at -0.3440 Ha. The strongest force on any atom is 2.0 eV/Å.

=====

Repeat the second record exactly.
C5H6O | ωB97M-V/def2-TZVPD

Geometry (Å):
C: -2.04 0.31 -0.39
C: -0.81 0.99 0.16
C: 0.23 0.25 0.41
C: 1.20 -0.61 0.65
C: 2.42 -0.69 -0.19
O: 2.65 0.05 -1.12
H: -2.93 0.68 0.12
H: -1.97 -0.76 -0.21
H: -2.18 0.47 -1.46
H: -0.83 2.04 0.43
H: 1.13 -1.27 1.50
H: 3.15 -1.47 0.11

As for the molecular weight: 82.10 u. As for the SMILES: CC=C=CC=O. For the lowest unoccupied orbital energy, the calculation gives 0.3 eV. Its gap between HOMO and LUMO is 9.86 eV. Its spin multiplicity is 1. The calculation puts the HOMO energy at -0.3520 Ha. The strongest force on any atom is 0.5 eV/Å.